A structure of composition C31H42N5OSe2SiTe2Tl. Source: the Open Molecules 2025 dataset; level of theory: wB97M-V/def2-TZVPD.

The value obtained for the relative energy (zero: lowest compared OMol25 entry of this formula, charge and spin) is 0.00 kcal per mole. The value obtained for the HOMO energy is -0.26 eV. The energy is -200181.5078 eV.

ORCA input file:
```
! RIJCOSX wB97M-V def2-TZVPD def2/J DEFGRID3
* xyz -2 1
Tl -2.7994 -1.4926 -2.4460
C -2.2268 3.7398 -2.1667
C -2.2946 2.2398 -1.9849
N -1.8015 1.3681 -2.7501
C -0.9708 1.6126 -3.8972
C 0.1673 0.5525 -3.9918
N 0.0812 -0.4127 -2.9220
C 1.1527 -1.3901 -2.8219
C 0.6010 -2.7529 -2.3923
N -0.3565 -2.5695 -1.3304
C -0.9548 -3.7914 -0.8317
C -1.7989 -3.4601 0.3968
N -2.4959 -2.2153 0.1426
C -2.7347 -1.4054 1.0785
C -2.4328 -1.6707 2.5322
C -3.2305 -0.0368 0.7021
C -4.0676 0.7057 1.5317
C -4.3836 1.9970 1.1643
C -3.8127 2.5332 0.0213
C -2.9957 1.7223 -0.7559
N -2.7533 0.4568 -0.4357
H -1.4417 4.0168 -2.8655
H -2.0391 4.2392 -1.2167
H -3.1752 4.1100 -2.5642
H -0.5312 2.6163 -3.9082
H -1.6025 1.5298 -4.7852
H 1.1340 1.0838 -4.0272
H 0.0698 0.0078 -4.9354
H -0.0762 0.0365 -2.0288
H 1.9154 -1.0703 -2.0998
H 1.6448 -1.4881 -3.7942
H 1.4473 -3.4004 -2.0971
H 0.1002 -3.2361 -3.2399
H 0.0328 -1.9998 -0.5671
H -0.2011 -4.5462 -0.5486
H -1.5827 -4.2289 -1.6165
H -1.1300 -3.3742 1.2587
H -2.5288 -4.2512 0.5904
H -2.8209 -2.6419 2.8407
H -2.8404 -0.9048 3.1886
H -1.3429 -1.6685 2.6350
H -4.4881 0.2675 2.4261
H -5.0599 2.5895 1.7679
H -4.0203 3.5547 -0.2658
Se -5.2384 -6.0926 -4.9973
Te -4.5856 -4.7447 -3.0043
Te -6.2658 -2.6011 -3.3268
Se -5.8198 -1.3972 -1.1731
C 4.1442 -0.3225 3.0939
C 2.9264 -1.0764 2.5533
C 3.3781 -2.3555 1.8370
C 2.0461 -1.4869 3.7424
Si 1.7732 -0.0944 1.3727
O 0.5606 -0.9849 0.9164
C 1.2484 1.4904 2.3086
C 2.1316 2.5236 2.6384
C 1.7033 3.6614 3.3102
C 0.3641 3.8031 3.6550
C -0.5379 2.8047 3.3150
C -0.0936 1.6656 2.6521
C 2.7703 0.6953 -0.0615
C 2.0959 1.6731 -0.8065
C 2.6940 2.3219 -1.8762
C 3.9974 2.0063 -2.2409
C 4.6883 1.0411 -1.5252
C 4.0780 0.3990 -0.4517
H 4.7383 -0.9817 3.7419
H 3.8414 0.5392 3.6934
H 4.7998 0.0385 2.2980
H 3.9213 -3.0142 2.5283
H 4.0383 -2.1451 0.9918
H 2.5149 -2.8989 1.4466
H 2.6246 -2.0855 4.4591
H 1.1954 -2.0821 3.4037
H 1.6523 -0.6134 4.2706
H 3.1735 2.4493 2.3417
H 2.4114 4.4457 3.5547
H 0.0270 4.6905 4.1786
H -1.5892 2.9164 3.5560
H -0.7991 0.8937 2.3702
H 1.0780 1.9343 -0.5289
H 2.1451 3.0740 -2.4307
H 4.4686 2.5085 -3.0778
H 5.7041 0.7839 -1.8037
H 4.6406 -0.3547 0.0852
*
```


A cluster of 7 separate species, C31H43BrF13N7O8 in total at a distorted geometry. Source: the Open Molecules 2025 dataset; level of theory: wB97M-V/def2-TZVPD.

The value obtained for the HOMO energy is -9.21 eV. The SMILES is O=C1NC(=O)c2c1ccc(CCCBr)c2CCC(F)(F)C(F)(F)C(F)(F)C(F)(F)C(F)(F)C(F)(F)F.CC(N)=O.CC(N)=O.CC(N)=O.CC(N)=O.CC(N)=O.CC(N)=O. The energy is -165028.1539 eV.

ORCA input file:
```
! RIJCOSX wB97M-V def2-TZVPD def2/J DEFGRID3
* xyz 0 1
O 7.4259 -0.8454 3.0721
C 6.6119 -0.9184 2.2061
N 6.2902 -2.0253 1.3433
C 5.2781 -1.6528 0.3829
O 4.8589 -2.4505 -0.4008
C 4.8909 -0.1799 0.6289
C 5.7024 0.2458 1.7526
C 5.5947 1.5905 2.2349
C 4.6397 2.4458 1.5868
C 3.8190 2.0273 0.4554
C 2.8359 3.0577 -0.1664
C 1.9712 3.8365 0.9184
C 0.6132 3.0861 1.2628
Br 0.8128 2.2315 3.0600
C 3.9539 0.6621 -0.0533
C 3.1630 0.1267 -1.2820
C 1.6259 -0.0385 -1.0448
C 1.1994 -1.4807 -0.5744
F 2.0305 -2.4468 -1.0960
F -0.0425 -1.7173 -1.1496
C 1.2265 -1.6694 0.9928
F 1.3848 -0.4980 1.6783
F 2.3810 -2.3752 1.2691
C 0.0568 -2.5501 1.5914
F -0.2290 -3.6380 0.8128
F 0.6122 -3.1179 2.7322
C -1.2099 -1.7903 2.1107
F -0.8692 -1.1120 3.2510
F -2.1047 -2.7498 2.5353
C -1.9355 -0.7769 1.1736
F -2.7983 -0.0747 1.9894
F -1.1463 0.1824 0.6109
C -2.8508 -1.3882 0.0258
F -2.7068 -2.7059 -0.1832
F -2.6923 -0.6827 -1.1248
F -4.1669 -1.2001 0.3595
H 5.8674 -2.6861 2.0113
H 6.2506 1.8925 3.0710
H 4.5703 3.4859 1.9662
H 3.3825 3.8437 -0.7405
H 2.0878 2.5548 -0.8281
H 2.5059 3.9329 1.8917
H 1.7508 4.8951 0.5883
H -0.1899 3.8434 1.4186
H 0.3584 2.3340 0.4898
H 3.2780 0.9108 -2.0788
H 3.6802 -0.7758 -1.6707
H 1.1776 0.7574 -0.4103
H 1.1329 0.0755 -2.0475
C 1.3948 7.6590 -2.8554
C 2.0516 7.4402 -1.5210
N 2.5233 8.5517 -0.9010
O 2.1648 6.3367 -1.0071
H 0.3629 7.3083 -2.8043
H 1.9340 7.0963 -3.6120
H 1.3931 8.7092 -3.1400
H 2.4518 9.4753 -1.2876
H 2.9682 8.4327 -0.0055
C -1.4796 -2.8073 7.9621
C -0.7858 -1.7509 7.1402
N -0.3485 -2.1432 5.9127
O -0.6185 -0.6124 7.5339
H -2.4933 -2.4751 8.1845
H -0.9311 -2.9498 8.8928
H -1.5323 -3.7627 7.4381
H -0.4660 -3.0717 5.5497
H 0.1184 -1.4560 5.3447
C -2.8524 -6.7008 -0.6754
C -1.5653 -6.9279 -1.4260
N -0.6086 -5.9697 -1.2696
O -1.3717 -7.8996 -2.1335
H -3.0176 -7.5299 0.0072
H -3.6743 -6.6477 -1.3861
H -2.8280 -5.7742 -0.0995
H -0.7277 -5.1557 -0.6968
H 0.2618 -6.0950 -1.7603
C -6.7210 -2.4848 -3.7504
C -7.2421 -1.3525 -2.9029
N -6.3742 -0.8492 -1.9825
O -8.3660 -0.9027 -3.0196
H -6.7569 -2.1892 -4.7986
H -7.3505 -3.3611 -3.5981
H -5.6926 -2.7453 -3.4962
H -5.4396 -1.1906 -1.8532
H -6.6985 -0.0919 -1.4035
C -7.6482 -7.4324 0.6069
C -6.3615 -6.7036 0.8949
N -6.4667 -5.5934 1.6750
O -5.2831 -7.0706 0.4645
H -7.5702 -8.4521 0.9831
H -7.8106 -7.4536 -0.4704
H -8.5048 -6.9504 1.0797
H -7.3351 -5.2570 2.0495
H -5.6206 -5.0885 1.8822
C 4.5514 9.8744 -6.3511
C 3.9155 8.6076 -5.8415
N 4.2665 7.4641 -6.4858
O 3.1310 8.5898 -4.9081
H 5.1221 10.3344 -5.5447
H 3.7683 10.5579 -6.6784
H 5.2225 9.6853 -7.1896
H 4.9078 7.4351 -7.2574
H 3.8550 6.6032 -6.1641
*
```


A cluster of 17 separate species, C31H43Cl48F2N4O in total at a distorted geometry. Source: the Open Molecules 2025 dataset; level of theory: wB97M-V/def2-TZVPD.

The value obtained for the HOMO energy is -11.73 eV. The energy is -647354.8797 eV.

ORCA input file:
```
! RIJCOSX wB97M-V def2-TZVPD def2/J DEFGRID3
* xyz 1 1
C -1.8827 2.2688 3.0609
C -2.1918 1.9931 1.9359
C -2.6413 1.5887 0.5989
F -2.6492 0.2151 0.5444
C -4.0423 2.1383 0.2736
C -4.9914 2.2492 1.4658
C -6.3811 2.0021 0.9478
F -4.9002 3.4870 2.0843
C -3.9507 3.4161 -0.5563
N -2.7589 4.2388 -0.2775
C -1.6130 3.4982 -0.2247
N -0.4750 4.0729 0.0735
C -0.2473 5.4916 0.3452
N 0.2386 5.6489 1.7085
N -1.7391 2.1557 -0.4428
C -0.5177 1.3838 -0.6998
C -0.7692 0.2590 -1.7208
C -2.0433 0.4177 -2.5372
C -2.0055 1.6032 -3.4934
C -3.1659 1.6006 -4.5181
O -4.0529 0.5161 -4.3747
C -5.1822 0.7837 -3.5682
H -1.5937 2.5112 4.0544
H -4.4786 1.3903 -0.3856
H -4.7513 1.4452 2.1576
H -7.1356 2.1426 1.7115
H -6.4879 0.9704 0.6190
H -6.5976 2.6215 0.0788
H -4.8397 4.0046 -0.3533
H -3.9521 3.1838 -1.6214
H -2.6706 4.9511 -0.9951
H 0.3497 3.4942 0.1439
H 0.5300 5.8247 -0.3376
H -1.1257 6.0904 0.1310
H 0.9878 6.3318 1.6928
H -0.4900 6.0667 2.2763
H -0.1680 0.9441 0.2279
H 0.2916 2.0113 -1.0586
H -0.7478 -0.6988 -1.2078
H 0.0617 0.2631 -2.4219
H -2.9387 0.4308 -1.9198
H -2.1322 -0.4798 -3.1474
H -2.0444 2.5406 -2.9312
H -1.0463 1.5835 -3.9954
H -2.7430 1.5292 -5.5192
H -3.6959 2.5554 -4.4793
H -6.0310 1.1287 -4.1585
H -4.9605 1.5584 -2.8250
H -5.4423 -0.1237 -3.0286
C -9.0369 2.0567 -2.4127
Cl -7.8913 3.2073 -3.1082
Cl -8.4460 0.4034 -2.5980
Cl -9.3252 2.4244 -0.7097
H -9.9757 2.1436 -2.9429
C 4.3002 5.5803 -2.3518
Cl 3.0435 6.3417 -1.3693
Cl 5.2326 4.4324 -1.3998
Cl 3.5951 4.7932 -3.7684
H 4.9683 6.3566 -2.7005
C 3.2332 -2.2696 2.6882
Cl 4.2152 -1.1867 1.6908
Cl 1.4995 -2.0253 2.4482
Cl 3.6431 -3.9411 2.3571
H 3.4493 -2.0463 3.7250
C 6.4409 -0.8772 -2.9704
Cl 5.6150 -2.0373 -4.0067
Cl 6.5604 0.6965 -3.7478
Cl 5.6411 -0.6962 -1.4052
H 7.4419 -1.2509 -2.7943
C -6.2806 7.0486 -2.1559
Cl -6.2121 6.9166 -3.9098
Cl -7.4687 5.9347 -1.4903
Cl -4.6786 6.7665 -1.4453
H -6.5753 8.0579 -1.9015
C 7.9724 -4.4552 -1.4738
Cl 9.1453 -3.2574 -2.0469
Cl 8.7913 -5.7628 -0.6269
Cl 6.7534 -3.6985 -0.4488
H 7.4735 -4.8721 -2.3389
C 8.2497 -1.1548 -7.1551
Cl 6.5221 -1.4791 -7.3178
Cl 8.8656 -1.7553 -5.6091
Cl 9.1498 -1.8544 -8.4948
H 8.3912 -0.0827 -7.1759
C 7.3861 0.7325 3.6266
Cl 6.8768 0.5501 1.9479
Cl 6.5929 2.1188 4.3737
Cl 7.0574 -0.7433 4.5367
H 8.4535 0.9067 3.6383
C -6.3545 -1.6821 2.3300
Cl -4.7210 -1.2545 1.8103
Cl -6.8995 -0.5771 3.5994
Cl -7.4708 -1.6645 0.9610
H -6.3376 -2.6856 2.7357
C 9.9639 2.8103 -2.4305
Cl 9.9870 1.0710 -2.1194
Cl 8.3031 3.3969 -2.5616
Cl 10.8368 3.6804 -1.1744
H 10.4604 2.9900 -3.3745
C 1.8514 -0.9515 6.6163
Cl 2.6560 -2.4067 6.0100
Cl 2.7913 0.4887 6.2301
Cl 0.1827 -0.7588 6.0647
H 1.8212 -1.0544 7.6927
C 1.6555 -6.9197 4.1393
Cl 2.7955 -7.0268 2.7964
Cl 1.6136 -5.2648 4.7595
Cl 0.0461 -7.4592 3.6660
H 2.0137 -7.5708 4.9252
C 5.1123 -10.1617 1.2278
Cl 6.0692 -9.0678 0.2274
Cl 3.3898 -9.8934 0.9717
Cl 5.5419 -11.8424 0.9090
H 5.3363 -9.9495 2.2647
C 4.5158 -14.8401 -1.0044
Cl 5.4618 -14.7396 -2.4890
Cl 3.0336 -13.8959 -1.1383
Cl 4.1593 -16.5180 -0.5977
H 5.1079 -14.4215 -0.2025
C -3.7391 -2.1662 5.6096
Cl -3.0289 -0.8123 4.7173
Cl -5.2880 -1.7122 6.3072
Cl -3.8979 -3.5823 4.5696
H -3.0700 -2.4223 6.4202
C -8.4511 4.3122 3.4646
Cl -8.2103 4.9719 1.8483
Cl -9.5718 5.3055 4.3897
Cl -9.0236 2.6419 3.3649
H -7.4970 4.3108 3.9748
*
```